(1)
Molecular formula: FHNO2S
Method: DFT, the ωB97M-V functional and the def2-TZVPD basis

```
6
Properties=species:S:1:pos:R:3:forces:R:3:nbo_charge:R:1
O 1.8142 -1.3598 0.2342 -1.020 -2.334 -0.324 -1.023
H -0.3516 0.1688 0.9069 2.615 1.858 -3.281 0.265
S 2.1255 0.0250 0.4124 0.837 2.789 0.772 1.569
N 0.3167 0.6985 -0.0131 -2.396 -3.373 2.562 -0.463
O 2.9765 0.5540 -0.6636 -0.435 0.256 -0.049 -1.021
F 0.0257 2.0608 0.2066 0.398 0.803 0.321 -0.326
```
Forces are in eV/Å.

The total energy is -19152.4120 eV. As for the total charge: -1. The calculation puts the HOMO energy at -3.54 eV. For the max |F|, the calculation gives 4.9 eV/A.

***

(2)
Molecular formula: C11H19BFN2
Method: DFT, the ωB97M-V functional and the def2-TZVPD basis

```
34
Properties=species:S:1:pos:R:3:forces:R:3:nbo_charge:R:1
H 0.2842 -3.6824 -0.4618 -0.014 0.038 0.008 0.409
H 3.1551 1.9375 3.3212 0.180 -0.075 0.054 0.179
N 0.1269 0.8415 -1.7499 -0.020 -0.043 0.110 -0.502
H -0.9146 -0.8192 -2.5766 -0.003 -0.004 0.007 0.214
H -1.1744 1.6822 0.9945 0.121 -0.160 -0.293 -0.176
C 0.4564 0.3628 -3.8864 0.000 -0.020 -0.028 -0.333
H 0.3945 -0.1203 -4.8480 -0.008 -0.001 -0.003 0.206
H -0.8712 -1.7966 0.7109 -0.070 0.023 0.059 0.259
C 2.6018 1.4190 2.5369 -0.007 0.247 -0.161 -0.611
F -0.2405 0.0679 2.1944 0.065 -0.095 -0.135 -0.591
H -0.0813 3.5274 2.2689 -0.164 0.070 0.100 0.188
C -1.5996 -4.4961 -0.9682 0.028 0.009 -0.010 -0.098
H 2.1694 3.4030 1.7745 0.318 -0.002 -0.321 0.169
H -3.7812 -4.5220 -0.9991 -0.002 -0.005 -0.003 0.209
H -0.2192 0.8063 -0.7980 -0.053 0.115 0.033 0.453
C -0.2198 -0.0149 -2.7532 -0.017 -0.040 0.085 -0.077
C 1.6989 2.4197 1.8121 -0.751 -0.208 0.750 -0.389
C -1.3936 -2.5982 0.2070 0.107 0.171 0.048 -0.072
H -1.7327 1.5477 2.9060 -0.099 -0.150 -0.001 -0.140
C -2.7326 -2.8380 0.0480 -0.017 -0.049 -0.031 -0.306
H 1.8962 2.0531 -4.1972 0.002 0.006 -0.001 0.204
H 1.4831 2.0649 0.8039 0.146 0.105 -0.196 0.177
H 0.5345 2.6123 3.6277 0.049 -0.047 0.167 0.173
H 1.4009 2.5327 -1.5726 0.002 -0.004 0.005 0.216
B -0.7694 1.4350 2.1435 -0.127 0.335 0.326 0.299
H 3.2969 0.9330 1.8511 0.207 -0.011 0.088 0.184
H -3.5272 -2.2168 0.4251 0.012 0.017 0.014 0.223
C -2.8642 -4.0433 -0.6966 -0.008 -0.009 -0.013 -0.318
H -1.2561 -5.3653 -1.5028 -0.012 -0.002 -0.009 0.198
H 1.9969 0.6551 3.0154 -0.090 -0.164 -0.071 0.226
C 1.2408 1.4975 -3.5463 0.024 0.027 -0.013 -0.320
C 1.0115 1.7654 -2.2196 -0.014 -0.013 0.022 -0.073
N -0.7152 -3.6085 -0.4161 -0.005 -0.042 -0.001 -0.507
C 0.3447 2.5576 2.5515 0.220 -0.019 -0.584 -0.673
```
Forces are in eV/Å.

The total energy is -18091.2302 eV. As for the total charge: -1. The calculation puts the HOMO energy at -4.80 eV. For the max |F|, the calculation gives 1.1 eV/A.

***

(3)
Molecular formula: C7H13IO2
Method: DFT, the ωB97M-V functional and the def2-TZVPD basis

```
23
Properties=species:S:1:pos:R:3:forces:R:3:nbo_charge:R:1
C 1.9320 -0.4686 1.3583 0.453 -2.133 0.164 -0.068
H -0.6159 1.5738 -2.8734 0.527 -0.148 -1.636 0.204
H 0.9589 1.5122 -1.8926 -0.097 -0.074 -0.848 0.210
H -1.8852 2.1145 -1.1345 0.358 0.077 0.601 0.202
H 0.6854 -0.9953 3.0611 -2.332 0.268 0.594 0.216
H -0.4171 2.1008 -0.0360 -0.049 0.581 0.957 0.225
H 2.2918 -0.3911 3.5039 -0.598 -0.535 -0.161 0.205
C -0.9952 0.2384 -0.7727 0.709 -2.437 1.948 -0.073
H 2.0141 -2.0333 2.7847 0.005 0.359 0.506 0.206
H -3.0028 -0.1802 -1.5012 0.559 0.015 -0.080 0.207
C 0.0189 2.0151 -2.1439 -0.405 -0.702 2.420 -0.593
O 0.8132 0.1464 0.7824 -1.110 1.252 -0.345 -0.544
C 1.6778 -0.9848 2.7927 3.041 0.027 -0.459 -0.636
H 0.1990 3.0657 -2.2311 -0.100 0.623 -0.441 0.206
C -0.1920 -0.4795 0.0689 1.166 0.369 -0.090 0.559
H 2.1270 -1.4819 0.8150 0.410 2.313 0.140 0.187
I -1.4607 -2.7864 1.4345 0.215 0.231 -0.011 0.377
C -0.8850 1.7064 -0.9023 -0.089 0.103 -1.524 -0.414
H -1.7183 -0.9533 -2.4216 0.236 -0.111 -0.687 0.217
H -2.1476 -1.5331 -0.8645 -0.110 -0.750 0.312 0.221
C -1.9966 -0.6476 -1.4318 -1.489 1.392 -0.381 -0.630
O -0.1716 -1.8477 0.1699 -0.174 0.604 -0.110 -0.682
H 2.7698 0.3095 1.4341 -1.126 -1.323 -0.871 0.198
```
Forces are in eV/Å.

The total energy is -19662.5231 eV. The calculation puts the HOMO energy at -7.96 eV. As for the SMILES: CCO/C(OI)=C(/C)CC. For the max |F|, the calculation gives 3.2 eV/A.

***

(4)
Molecular formula: C7H11N
Method: DFT, the ωB97M-V functional and the def2-TZVPD basis

```
19
Properties=species:S:1:pos:R:3:forces:R:3:nbo_charge:R:1
H 1.4888 2.0969 0.4023 -0.884 -1.021 -0.416 0.227
H -1.1210 2.2366 0.4497 1.467 -0.914 -1.081 0.216
H 2.0460 0.1230 -1.5596 -0.415 -0.572 0.274 0.198
H -0.2120 -0.5344 -1.0471 1.494 -0.592 1.373 0.185
H -1.8744 -1.9085 -0.5940 -0.171 0.949 1.670 0.223
H -2.7345 0.7068 -0.3046 -2.014 1.348 0.616 0.203
C 0.9558 1.1678 0.0418 -0.302 1.083 1.361 -0.220
C -1.5654 -1.1048 0.1665 -1.043 0.247 -1.595 -0.401
N 1.3254 -1.3498 -0.0024 -0.899 2.207 -3.770 -0.585
C -1.7938 0.3832 -0.5737 1.389 -1.999 -1.252 -0.376
H -2.0498 -1.0625 1.1983 0.626 -0.663 -1.425 0.208
C 1.8859 0.0817 -0.4686 -0.187 -0.740 -1.077 -0.248
H 1.6885 -1.5271 0.8599 1.166 -0.532 3.104 0.339
C 0.0018 0.4110 0.8868 0.640 -0.679 1.900 -0.287
C -0.6187 1.3169 -0.0321 -3.252 1.249 0.675 -0.233
C -0.0853 -0.8491 0.0474 1.297 0.634 -0.867 -0.077
H 2.8320 0.4505 -0.0897 0.518 -1.026 0.601 0.211
H -1.7922 0.1933 -1.6798 -0.127 0.276 0.875 0.197
H -0.2307 0.2338 1.9721 0.698 0.745 -0.964 0.220
```
Forces are in eV/Å.

The total energy is -8921.7477 eV. The calculation puts the HOMO energy at -9.06 eV. As for the SMILES: C1C[C@@H]2NC[C@H]3[C@@H]1[C@H]32. For the max |F|, the calculation gives 4.5 eV/A.

***

Question: Look up the max |F| of the first one.
Answer: 4.9 eV/A